Entry 1:
The following is a DFT calculation (ωB97M-V/def2-TZVPD) of C20H25FN2O5S as an isolated structure at a distorted geometry.

```
54
Properties=species:S:1:pos:R:3:forces:R:3:nbo_charge:R:1
C -5.3125 -0.2039 1.8634 7.5 -1.0 -1.5 -0.22
H -4.7310 -0.1613 2.7504 -0.4 -0.1 1.2 0.20
O -4.5670 -1.1495 1.0456 -1.2 -1.4 -0.9 -0.59
C -5.1700 -1.4333 -0.2666 0.1 1.2 -1.0 -0.08
C -4.5363 -2.7841 -1.0541 2.1 3.0 10.3 -0.35
H -5.1621 -2.9312 -1.7640 -3.8 -1.4 -5.0 0.19
H -4.7221 -3.5847 -0.0563 1.1 1.8 -3.4 0.21
C -3.1208 -2.3316 -1.3697 -0.6 -1.6 2.7 -0.24
N -2.3716 -2.1551 -0.1376 2.9 -1.5 1.2 -0.67
C -0.9487 -2.3805 -0.0352 -12.5 4.2 8.2 0.67
O -0.4071 -2.5342 -0.9676 9.4 -3.6 -12.9 -0.59
C -0.4131 -1.8139 1.1637 3.9 -4.7 4.7 -0.46
H 0.5260 -2.7830 1.3782 -2.4 3.1 -0.2 0.21
H -0.9929 -1.7892 2.1318 0.2 0.0 -1.5 0.26
C 0.2706 -0.5199 0.8937 -6.2 2.1 10.5 -0.03
N 1.2536 -0.6472 0.1482 8.9 -1.9 -10.5 -0.86
S 2.0628 0.6214 -0.4880 -1.8 10.0 3.3 2.24
O 1.8035 0.8414 -1.8778 0.6 -2.1 -0.9 -0.91
O 1.7480 1.9819 0.2422 0.4 -5.1 -1.1 -0.95
C 3.7176 0.4378 -0.1121 -4.6 -6.5 -17.5 -0.31
C 4.2892 0.8141 0.8538 4.5 6.0 15.8 -0.24
C 5.5320 0.5741 1.3698 4.2 -3.7 -6.6 -0.19
C 6.3296 -0.1757 0.3440 -0.5 2.0 4.4 0.36
C 5.6920 -0.6728 -0.7196 -0.8 -2.5 -9.5 -0.26
C 4.4381 -0.2034 -1.3907 6.6 4.1 16.5 -0.06
H 4.0279 -0.6507 -2.0674 -4.6 -4.6 -7.9 0.17
H 6.3402 -1.5008 -1.5888 -1.6 2.7 3.2 0.22
F 7.6508 -0.4649 0.5121 -1.1 0.1 0.2 -0.32
H 6.0660 0.7618 2.2290 0.2 1.1 2.0 0.24
H 3.7907 1.3852 1.6941 -0.7 -0.5 -1.4 0.26
H 1.0909 -1.1540 -0.7680 -0.1 -0.4 1.3 0.43
C -0.8678 0.4180 0.5178 3.1 -1.1 8.1 -0.23
C -1.1422 0.7219 -0.6577 0.9 -1.6 -10.8 -0.09
C -2.2662 1.3692 -1.0282 -4.0 4.4 -1.8 -0.33
C -3.0328 2.0232 0.0009 -0.2 2.3 2.5 0.28
C -2.6115 2.0690 1.3672 2.7 -5.4 -4.7 -0.27
C -1.5608 1.0582 1.4714 -2.5 3.0 8.5 -0.03
H -1.3295 0.9106 2.9459 -0.2 0.0 -4.7 0.16
H -3.2506 2.3942 2.1170 -0.5 0.9 1.4 0.24
O -4.2098 3.0091 -0.1143 5.2 -5.0 3.6 -0.50
C -4.3442 3.1578 -1.3704 -9.1 2.8 -5.7 -0.20
H -5.4125 3.9848 -1.2116 2.8 -1.8 -1.8 0.15
H -4.8146 2.3177 -2.0927 0.9 0.9 2.0 0.15
H -3.6454 3.6072 -2.0009 1.8 1.2 -0.4 0.16
H -2.5755 1.7242 -2.1195 1.0 -1.4 2.3 0.25
H -0.4376 0.1771 -1.4872 -2.1 1.8 1.6 0.22
H 0.8424 -0.2487 1.9812 -2.4 0.0 -2.2 0.22
H -2.6774 -1.8918 0.7655 -1.8 0.3 0.2 0.42
H -2.6488 -3.1011 -1.9068 1.0 -0.6 -1.2 0.22
H -3.1468 -1.3889 -1.8254 -0.1 1.2 -1.4 0.20
H -6.2889 -1.5045 -0.2477 0.8 -0.3 0.6 0.17
H -5.0069 -0.4448 -0.8758 0.0 -1.8 0.6 0.16
H -6.2440 -0.3556 1.8061 -7.3 -1.9 0.7 0.17
H -5.1836 0.6721 1.3625 0.5 3.2 -1.1 0.17
```
Positions in Å, forces in eV/Å.

Multiplicity: 1
Frontier orbital gap (Eh): 0.3064
HOMO energy (eV): -9.01
Energy above the lowest of the compared OMol25 structures with the same formula, charge and spin (kcal/mol): 460.5



Entry 2:
The following is a DFT calculation (ωB97M-V/def2-TZVPD) of C20H25IrN3O7S2 as an isolated structure at a distorted geometry.

```
58
Properties=species:S:1:pos:R:3:forces:R:3:lowdin_spin:R:1
Ir 0.5427 -0.7704 0.9820 0.3 -1.0 0.1 0.54
C -0.3826 -3.0706 2.4810 0.0 0.0 0.0 0.00
C 0.6036 -2.4448 3.4353 0.1 0.0 0.1 0.00
N 0.8298 -1.0241 3.0187 -0.1 0.1 0.2 -0.01
C 2.1750 -0.4963 3.3936 -0.1 0.1 0.1 0.00
C 3.2781 -1.1527 2.5865 0.1 -0.1 -0.1 0.00
S 2.7366 -1.5061 0.8679 0.0 0.0 0.1 -0.01
C 2.4981 -3.3277 0.9328 0.1 0.0 0.1 0.00
C 1.0977 -3.6968 0.5067 -0.1 0.0 -0.1 0.00
N 0.0567 -2.7911 1.0808 0.0 0.0 -0.1 0.01
H -0.4846 -4.1443 2.6402 0.0 0.0 0.0 0.00
H -1.3636 -2.6082 2.5985 0.0 0.0 0.0 0.00
H 0.2246 -2.4622 4.4567 0.0 0.0 0.0 0.00
H 1.5584 -2.9657 3.4330 0.0 0.0 0.0 0.00
H 0.1439 -0.4299 3.5035 0.0 0.0 0.0 0.00
H 2.1437 0.5739 3.2005 0.0 0.0 0.0 0.00
H 2.3385 -0.6501 4.4622 0.0 0.0 0.0 0.00
H 4.1353 -0.4856 2.5165 0.0 0.0 0.0 0.00
H 3.6280 -2.0919 3.0096 0.0 0.0 0.0 0.00
H 3.2223 -3.7656 0.2483 0.0 0.0 0.0 0.00
H 2.7440 -3.6685 1.9355 0.0 0.0 0.0 0.00
H 0.9988 -3.6071 -0.5728 0.0 0.0 0.0 0.00
H 0.8743 -4.7278 0.7861 0.0 0.0 0.0 0.00
H -0.7547 -2.8888 0.4715 -0.1 0.0 0.0 0.00
O 1.2292 0.2301 -0.9179 0.1 0.5 0.2 0.21
C 0.6111 -0.5600 -1.6811 0.0 0.0 -0.2 0.02
O -0.0727 -1.4383 -1.0600 -0.3 0.0 0.3 0.17
C 0.6868 -0.5067 -3.1360 0.0 0.0 0.0 0.01
C 1.4564 0.4758 -3.7627 0.0 0.0 0.0 0.00
C 1.5185 0.5184 -5.1442 0.0 0.0 0.0 0.00
C 0.8193 -0.4136 -5.9019 0.0 0.0 0.0 0.00
C 0.0679 -1.3769 -5.2527 0.2 -0.1 0.0 0.00
C -0.0188 -1.4465 -3.8809 0.0 0.0 0.0 0.00
N -0.6743 -2.3802 -6.0526 -0.5 0.4 0.1 0.00
O -0.6660 -2.2423 -7.2508 0.2 -0.1 -0.1 0.00
O -1.3011 -3.2143 -5.4342 0.2 -0.2 0.0 0.00
H 1.9952 1.1984 -3.1644 0.0 0.0 0.0 0.00
H 2.1100 1.2761 -5.6380 0.0 0.0 0.0 0.00
H 0.8486 -0.4048 -6.9824 0.0 0.0 0.0 0.00
H -0.6265 -2.2119 -3.4211 0.0 0.0 0.0 0.00
C -3.5920 6.1471 -0.0901 0.0 0.0 0.0 0.00
C -2.9250 4.9085 0.4240 0.0 0.0 0.0 0.00
C -2.6949 3.8149 -0.4155 0.0 0.0 0.0 0.00
C -2.0851 2.6715 0.0560 0.0 0.0 0.0 0.00
C -1.7105 2.6272 1.3988 0.0 0.0 0.0 0.00
C -1.9296 3.6988 2.2664 -0.1 0.0 0.0 0.00
C -2.5329 4.8315 1.7639 0.0 0.0 0.0 0.00
S -0.9212 1.2415 2.0059 0.1 0.2 -0.3 0.00
O -1.3784 -0.0019 1.2511 0.0 0.0 0.1 0.00
O -1.0404 1.1322 3.4293 0.0 0.0 0.0 0.00
O 0.5590 1.2192 1.5670 0.0 0.1 -0.2 0.05
H -3.8006 6.0805 -1.1553 0.0 0.0 0.0 0.00
H -2.9638 7.0208 0.0873 0.0 0.0 0.0 0.00
H -4.5333 6.3136 0.4355 0.0 0.0 0.0 0.00
H -3.0061 3.8645 -1.4505 0.0 0.0 0.0 0.00
H -1.9177 1.8233 -0.5944 0.0 0.0 0.0 0.00
H -1.6429 3.6331 3.3063 0.0 0.0 0.0 0.00
H -2.7129 5.6729 2.4204 0.0 0.0 0.0 0.00
```
Positions in Å, forces in eV/Å.

<S²>: 0.76
Multiplicity: 2
Frontier orbital gap (alpha / beta) (Eh): 0.2836 / 0.2247
Total charge: +2
HOMO energy (alpha / beta) (eV): -14.74 / -14.76
Energy above the lowest of the compared OMol25 structures with the same formula, charge and spin (kcal/mol): 3.3



Entry 3:
The following is a DFT calculation (ωB97M-V/def2-TZVPD) of C20H25K4N5O4S as an isolated structure at a distorted geometry.

```
59
Properties=species:S:1:pos:R:3:forces:R:3:nbo_charge:R:1
K -4.5143 4.8593 26.9516 -0.7 -0.1 -0.4 0.99
K -7.0500 2.1918 29.5316 -0.4 -0.8 0.0 0.99
K -2.3922 2.2384 28.9522 0.0 -0.9 0.3 0.99
K -1.4889 3.1229 24.9870 -0.2 -0.7 -0.9 0.98
S -4.8148 1.4217 26.8592 -0.2 -2.2 -0.7 2.60
O -3.6542 2.3664 26.6388 0.5 1.2 0.5 -1.23
O -4.5445 0.5524 28.0164 0.6 1.2 0.6 -1.10
O -6.0520 2.1997 27.1211 0.6 1.3 0.1 -1.13
O -4.9541 0.5859 25.6680 -0.2 0.7 0.1 -1.05
N -5.3793 -1.3236 30.1420 0.2 0.0 -0.2 -0.54
C -6.6270 -1.8067 30.3905 -0.3 0.5 0.2 -0.09
C -6.6427 -2.3162 31.6677 0.1 0.2 -0.3 -0.29
C -5.3264 -2.1611 32.1824 0.1 -0.3 0.2 -0.29
C -4.5533 -1.5738 31.2146 -0.4 0.2 -0.4 -0.11
H -5.1400 -0.8802 29.2703 0.3 -0.2 0.0 0.43
H -7.3923 -1.6394 29.6449 -0.1 -0.3 0.1 0.22
H -7.4948 -2.7662 32.1467 0.0 0.0 0.1 0.24
H -4.9657 -2.5117 33.1352 0.0 0.0 0.0 0.23
H -3.4933 -1.4059 31.1276 0.0 0.1 0.2 0.20
N -3.3496 1.1991 23.2434 0.2 0.0 0.1 -0.54
C -3.6204 2.2841 22.4555 0.0 0.2 0.2 -0.11
C -2.5368 2.4963 21.6388 0.1 0.1 0.0 -0.33
C -1.5756 1.4873 21.9315 0.0 0.1 0.0 -0.31
C -2.1114 0.6999 22.9220 0.0 0.0 0.3 -0.13
H -3.9636 0.8000 23.9408 -0.1 0.1 0.0 0.45
H -4.5701 2.7931 22.4945 -0.1 -0.1 0.0 0.24
H -2.4833 3.2381 20.8591 0.1 0.0 0.0 0.24
H -0.6467 1.3133 21.4148 0.0 0.0 0.1 0.25
H -1.7345 -0.1781 23.4243 0.0 -0.1 -0.1 0.24
N -3.4521 -1.8973 25.6737 0.1 -0.4 -0.3 -0.56
C -3.3112 -2.4056 26.9377 0.2 0.3 0.1 -0.04
C -2.5594 -3.5481 26.8685 -0.1 0.2 -0.1 -0.31
C -2.2561 -3.7595 25.4910 0.1 -0.3 0.3 -0.29
C -2.8275 -2.7426 24.7840 -0.2 0.2 0.0 -0.09
H -4.0867 -1.1563 25.4268 0.1 0.0 0.1 0.42
H -3.6938 -1.8446 27.7724 -0.1 -0.2 0.1 0.19
H -2.2753 -4.1514 27.7139 0.1 -0.1 -0.1 0.23
H -1.7112 -4.5951 25.0857 0.0 0.0 -0.1 0.23
H -2.8952 -2.5832 23.7203 0.0 0.0 0.0 0.21
N -8.0088 0.0854 26.8155 0.4 -0.7 0.1 -0.54
C -9.1945 0.2360 27.4796 0.0 0.8 0.2 -0.13
C -9.7861 -0.9853 27.6163 0.5 -0.3 -0.2 -0.28
C -8.9003 -1.9296 26.9992 -0.8 0.0 0.7 -0.28
C -7.8083 -1.2487 26.5492 0.0 0.2 -0.1 -0.07
H -7.3041 0.7945 26.7166 -0.2 0.1 -0.2 0.41
H -9.5235 1.2389 27.7192 -0.2 -0.1 0.0 0.19
H -10.7162 -1.2098 28.1085 -0.1 0.1 -0.1 0.24
H -9.1232 -2.9825 26.9711 0.3 -0.1 -0.2 0.24
H -6.9153 -1.5928 26.0566 0.0 0.0 0.0 0.22
N -6.9313 1.3760 23.7104 -0.5 0.2 0.4 -0.54
C -8.0316 2.1972 23.8604 0.5 -0.2 0.1 -0.10
C -8.5572 2.4279 22.6228 -0.2 0.2 -0.2 -0.28
C -7.7624 1.7224 21.6813 0.3 0.1 0.2 -0.30
C -6.7854 1.0666 22.3911 -0.2 0.0 -0.5 -0.09
H -6.4123 1.0020 24.4894 0.0 -0.1 -0.3 0.43
H -8.3285 2.5455 24.8349 -0.1 -0.1 0.0 0.19
H -9.4441 3.0050 22.4212 0.1 0.1 -0.1 0.23
H -7.8284 1.7592 20.6070 -0.2 -0.2 0.0 0.23
H -6.0628 0.3570 22.0240 0.2 0.1 0.2 0.22
```
Positions in Å, forces in eV/Å.

Multiplicity: 1
Frontier orbital gap (Eh): 0.1516
Total charge: +2
HOMO energy (eV): -11.86



Entry 4:
The following is a DFT calculation (ωB97M-V/def2-TZVPD) of C20H25N3O6S as an isolated structure at a distorted geometry.

```
55
Properties=species:S:1:pos:R:3:forces:R:3:nbo_charge:R:1
O -3.6703 -1.0355 -1.7189 5.4 0.1 -1.3 -0.66
C -2.3586 -1.1533 -1.8838 -5.7 1.6 1.4 0.65
N -1.5276 -0.0696 -2.2932 -5.3 -9.7 1.2 -0.60
H -0.6335 -0.2935 -2.1489 4.6 0.1 0.3 0.44
C -2.1360 1.0167 -2.6514 -2.6 9.8 2.7 -0.22
C -1.4012 2.1009 -1.6947 -0.9 -2.1 -4.1 0.23
C -0.3947 2.8475 -1.9759 5.3 0.3 -13.8 -0.22
C 0.0900 3.7112 -1.1172 -1.4 1.0 5.8 -0.36
C -0.7573 3.3082 -0.0828 2.1 3.7 4.7 0.10
O -1.5501 2.3304 -0.4394 -3.8 -0.7 4.4 -0.41
H -0.8029 3.7479 1.0680 -0.1 -1.6 -3.3 0.20
H 0.8027 4.4995 -1.0327 0.3 0.0 -0.5 0.25
H 0.1322 2.8545 -3.2403 -1.8 -0.2 3.9 0.15
H -3.1893 1.3108 -2.1493 1.7 -2.1 -1.6 0.26
H -2.1086 1.4032 -3.6969 0.1 -0.5 0.7 0.22
C -1.8643 -2.4961 -1.4525 7.4 1.0 -3.9 -0.32
N -0.9597 -2.5543 -0.3144 -4.1 2.2 1.7 -0.40
C 0.3140 -2.4758 -0.4022 7.4 0.8 -6.1 0.69
O 1.0072 -2.4815 -1.6223 -3.9 -0.4 5.9 -0.73
C 1.1667 -2.2910 0.9114 2.5 0.6 -8.2 -0.30
N 1.1702 -1.0556 1.3616 -2.2 7.4 7.3 -0.89
S 1.3132 0.3751 0.6263 6.3 -3.3 -6.5 2.35
O 1.2078 1.5390 1.3611 -0.6 2.0 3.6 -0.91
O 0.5657 0.2264 -0.5511 -2.3 0.4 -2.5 -1.00
C 3.1462 0.3119 -0.2116 -0.4 3.6 10.3 -0.17
C 4.1735 0.7816 0.8198 -5.9 -1.4 -3.1 -0.20
C 5.4421 0.4405 0.5115 0.7 5.5 6.1 -0.26
C 5.8452 0.0363 -0.6221 -1.1 -6.8 -5.9 -0.17
C 4.7720 -0.7772 -1.2707 10.6 -0.6 -5.8 -0.14
C 3.5408 -0.6469 -1.0020 -7.0 -1.1 -3.8 -0.36
H 2.7498 -0.9661 -1.7197 0.7 -0.8 0.8 0.28
H 5.1187 -1.3501 -2.3657 -1.1 1.4 3.5 0.21
H 6.8858 -0.1897 -0.8145 -0.1 0.4 -0.4 0.22
H 6.1595 0.9762 1.1028 0.7 -0.3 0.9 0.21
H 3.7196 1.2711 1.6785 0.9 0.1 0.0 0.23
H 0.4703 -0.6753 2.1129 1.1 -2.0 -0.9 0.44
H 0.9035 -3.0898 1.3403 -2.7 -5.2 5.5 0.23
H 2.2218 -2.5463 0.7528 -0.1 -0.2 -1.1 0.23
C -1.7563 -2.1423 0.8718 0.8 0.1 3.0 -0.27
H -1.3644 -2.5692 1.7836 1.0 -0.6 0.2 0.20
H -2.6434 -2.7137 0.8724 -1.5 -0.3 -0.8 0.21
C -2.0451 -0.6364 1.4830 3.4 -5.3 -13.9 0.18
C -3.4377 -0.2561 1.4625 4.3 3.9 -0.3 -0.45
H -3.8841 -0.1506 0.5146 0.1 0.8 -1.3 0.27
H -4.0156 -0.9029 1.9102 -3.0 -3.3 3.3 0.20
C -2.9649 0.9710 2.2786 -9.2 1.2 0.5 -0.46
H -2.9697 1.8112 1.7045 -0.6 2.4 -1.8 0.24
H -3.7895 1.0330 3.0522 0.9 0.8 -0.7 0.22
C -1.7399 0.8569 2.8776 2.7 -2.5 7.5 -0.06
H -1.9740 0.7705 4.1186 1.5 0.5 -3.2 0.18
O -1.2922 -0.4547 2.4786 2.1 0.9 6.1 -0.56
H -0.9981 1.5662 2.6606 1.0 1.0 -0.3 0.21
H -1.2061 -0.0106 0.4096 -3.4 -1.0 2.4 0.11
H -1.0511 -2.7977 -2.3005 -1.9 0.5 1.3 0.27
H -2.4321 -3.3157 -1.3508 -3.3 -2.0 0.1 0.23
```
Positions in Å, forces in eV/Å.

Multiplicity: 1
Frontier orbital gap (Eh): 0.3094
HOMO energy (eV): -8.17
Energy above the lowest of the compared OMol25 structures with the same formula, charge and spin (kcal/mol): 498.1



multiplicity of number 1 (C20H25FN2O5S)? 1